(P)
Below is C24H31GeIrN7O2S2Se as an isolated structure, with properties calculated with ωB97M-V with the def2-TZVPD basis set.

The geometry in ORCA input format:
```
! wB97M-V def2-TZVPD RIJCOSX def2/J DEFGRID3
* xyz 2 2
Ir -0.54148 0.57335 -0.52037
S -1.40856 2.13792 1.00155
C -2.08261 1.25524 2.29739
C -2.69303 1.94443 3.36293
C -3.24106 1.24143 4.40146
C -3.20270 -0.17402 4.41356
C -2.61253 -0.85763 3.39111
C -2.03550 -0.14727 2.31096
S -1.29243 -1.01664 1.05903
H -2.73258 3.02599 3.33613
H -3.71871 1.77709 5.21090
H -3.65184 -0.72308 5.23038
H -2.58688 -1.94002 3.37869
N 2.55240 0.63808 -3.61630
C 2.19375 0.13726 -2.43793
N 1.03048 0.66985 -2.09999
C 0.72873 1.49997 -3.13879
N 1.63515 1.50798 -4.07760
C -0.49730 2.27186 -3.13162
C -0.84993 3.14419 -4.15443
N -1.99359 3.81266 -4.11488
C -2.78140 3.62813 -3.06081
C -2.42634 2.77856 -2.02155
N -1.28238 2.09810 -2.06688
H 3.38635 0.45716 -4.15722
H 2.76542 -0.57606 -1.86630
H -0.19059 3.29118 -5.00116
H -3.71951 4.16786 -3.04154
H -3.05199 2.65152 -1.14928
O 2.72926 -5.20467 -2.82593
C 1.68174 -5.23388 -3.76682
N 0.70590 -4.28506 -3.27058
C -0.15304 -3.64226 -4.09179
O -0.18274 -3.77738 -5.29567
C -1.08493 -2.66372 -3.42223
C -2.38539 -2.52055 -3.89235
C -3.20186 -1.55831 -3.32242
C -2.68856 -0.74499 -2.33005
N -1.42743 -0.86102 -1.90274
C -0.64416 -1.81391 -2.42952
H 3.31156 -5.95826 -2.97069
H 1.24108 -6.22980 -3.85733
H 1.99217 -4.90451 -4.75870
H 0.61380 -4.23938 -2.26848
H -2.73836 -3.16582 -4.68696
H -4.22410 -1.42577 -3.64730
H -3.29325 0.02146 -1.86554
H 0.36594 -1.87754 -2.05127
C 3.51581 0.41952 5.46364
Ge 2.01393 0.51913 4.23044
C 0.97699 2.16273 4.40869
C 0.93444 -1.10094 4.22275
C 2.97423 0.54998 2.45123
Se 2.02706 0.83377 0.79380
C 2.02798 2.77418 0.81542
H 3.16219 0.37158 6.49391
H 4.15538 1.29632 5.36276
H 4.10787 -0.47383 5.26453
H 0.49635 2.16320 5.38863
H 0.19814 2.24531 3.65156
H 1.62791 3.03640 4.36050
H 0.41743 -1.19331 5.17950
H 1.57624 -1.97421 4.10061
H 0.19511 -1.09266 3.43151
H 3.46539 -0.41788 2.35878
H 3.73351 1.33263 2.48398
H 1.72599 3.11057 1.80370
H 1.32023 3.12412 0.07090
H 3.03084 3.12367 0.58215
*
```

Its LUMO energy (spin up / spin down) is -7.02 / -8.06 eV. The calculation puts the HOMO energy (spin up / spin down) at -13.357 / -13.572 eV.



(Q)
Below is C24H31GeIrN7O2S2Se as an isolated structure, with properties calculated with ωB97M-V with the def2-TZVPD basis set.

The geometry in ORCA input format:
```
! wB97M-V def2-TZVPD RIJCOSX def2/J DEFGRID3
* xyz 2 2
Ir 0.20773 0.18790 0.22296
S 0.26501 0.26091 2.64046
C 1.94477 0.08817 2.98998
C 2.36136 0.24984 4.32121
C 3.69394 0.17931 4.64865
C 4.65766 -0.04721 3.65133
C 4.27006 -0.23545 2.34759
C 2.91097 -0.19680 1.99540
S 2.47754 -0.57757 0.37275
H 1.61310 0.43934 5.07914
H 3.99858 0.30924 5.67750
H 5.70547 -0.09410 3.91179
H 5.00636 -0.42115 1.57766
N -0.29458 -0.27084 -4.15921
C 0.59513 -0.09387 -3.17813
N -0.05482 -0.00732 -2.03734
C -1.37256 -0.14065 -2.38698
N -1.53902 -0.30114 -3.67489
C -2.41157 -0.08300 -1.37826
C -3.76552 0.08384 -1.67017
N -4.67182 0.10136 -0.71249
C -4.26385 0.00085 0.54600
C -2.91639 -0.12232 0.85309
N -1.99591 -0.18865 -0.10964
H -0.13360 -0.36286 -5.15195
H 1.66127 -0.03923 -3.32103
H -4.09801 0.18882 -2.69532
H -5.02025 -0.00357 1.31959
H -2.57016 -0.19376 1.87600
O 3.71366 4.10525 -4.46545
C 3.45753 5.13253 -3.54355
N 2.37382 4.64328 -2.72159
C 2.11748 5.13989 -1.49211
O 2.74203 6.04138 -0.97854
C 1.00403 4.45353 -0.74406
C 0.11235 5.19681 0.02154
C -0.83718 4.53057 0.77990
C -0.83851 3.14800 0.77974
N 0.03487 2.43512 0.06751
C 0.93321 3.07254 -0.68838
H 4.37778 4.39416 -5.09800
H 3.17297 6.06475 -4.04661
H 4.31252 5.34037 -2.89260
H 1.77118 3.97319 -3.16981
H 0.18055 6.27652 0.01974
H -1.55707 5.07152 1.37597
H -1.54991 2.59022 1.37424
H 1.62892 2.45532 -1.24180
C 1.46183 -7.12801 -0.65358
Ge -0.02026 -5.84394 -0.60198
C -1.36754 -6.31910 0.75215
C -0.84632 -5.46685 -2.34811
C 0.86106 -4.04622 -0.08783
Se -0.40475 -2.77059 0.56035
C -0.30410 -3.21728 2.44014
H 1.07037 -8.11120 -0.91308
H 1.94381 -7.20160 0.31986
H 2.20476 -6.84832 -1.39819
H -1.88992 -7.21122 0.40713
H -2.10975 -5.53350 0.89167
H -0.90576 -6.56113 1.70850
H -1.51641 -6.28339 -2.61372
H -0.08693 -5.38657 -3.12469
H -1.42654 -4.54427 -2.32181
H 1.32164 -3.64385 -0.98921
H 1.62496 -4.19543 0.67363
H -0.54388 -4.27322 2.54475
H -1.02356 -2.61340 2.98550
H 0.70167 -3.02660 2.80890
*
```

Its LUMO energy (spin up / spin down) is -6.74 / -8.06 eV. The calculation puts the HOMO energy (spin up / spin down) at -13.323 / -13.445 eV.



Stability, descending: (Q), (P)